DFT (the ωB97M-V functional and the def2-TZVPD basis) results for C42H32AsClIrN5O3S as an isolated structure.

```
86
Properties=species:S:1:pos:R:3:forces:R:3
Ir -1.39725 0.89357 -0.07063 0.04 0.09 0.02
N -0.07379 3.43192 3.34306 -0.03 0.01 0.01
C -0.51114 2.57807 2.41107 0.06 -0.02 -0.01
S -0.15017 2.88486 0.77204 -0.04 -0.02 -0.04
N -1.18489 1.53253 2.94295 -0.02 0.00 0.07
N -1.75394 0.72242 2.08212 -0.04 -0.05 -0.01
C -2.28528 -0.36294 2.63504 -0.01 -0.02 0.01
C -3.10838 -1.30821 2.01546 0.02 0.03 -0.01
C -3.51346 -2.41272 2.83149 -0.01 -0.01 0.01
C -4.38671 -3.35227 2.39634 0.00 0.00 0.01
C -4.94550 -3.23728 1.08916 0.00 0.01 -0.01
C -4.60743 -2.21222 0.27123 -0.01 -0.03 -0.01
C -3.65223 -1.20924 0.66480 0.00 0.01 -0.01
O -3.34532 -0.31171 -0.16500 0.01 0.00 0.05
H 0.43079 4.25855 3.07917 -0.01 0.00 -0.01
H -0.30284 3.25509 4.30759 0.01 0.01 0.00
H -2.06267 -0.50229 3.69086 0.00 0.00 0.00
H -3.10007 -2.47488 3.83111 -0.01 0.00 0.00
H -4.67470 -4.17555 3.03477 0.00 0.00 0.00
H -5.65260 -3.98357 0.74923 0.00 0.00 0.00
H -5.02192 -2.11556 -0.72347 0.00 0.00 0.00
Cl -7.17775 3.92267 -4.03640 0.00 0.01 0.01
C -5.98430 3.51819 -2.88212 0.01 0.00 0.01
C -6.15631 3.91045 -1.53933 0.00 0.00 -0.01
C -5.20289 3.58310 -0.62963 0.00 0.01 0.01
C -4.01753 2.83045 -0.99409 -0.01 0.06 0.01
O -3.19589 2.54435 -0.11104 0.01 -0.07 -0.04
C -3.86649 2.45425 -2.39636 0.04 -0.02 0.01
C -2.74300 1.71177 -2.94773 0.02 0.00 -0.02
N -1.69376 1.29824 -2.34415 -0.08 0.03 -0.07
C -0.77583 0.56160 -3.13267 -0.01 -0.04 0.03
C -0.30485 0.96818 -4.35029 -0.01 0.00 0.00
C 0.58400 0.14425 -5.07712 0.00 0.01 -0.01
C 0.97007 -1.06979 -4.58782 0.00 -0.01 0.00
C 0.50612 -1.50953 -3.32345 -0.01 0.03 0.01
C 0.85670 -2.74931 -2.73994 0.00 -0.01 0.00
C 0.36826 -3.07553 -1.50874 0.00 -0.01 0.00
C -0.44092 -2.14628 -0.82350 0.01 0.02 -0.01
N -0.77836 -0.98861 -1.33375 -0.04 0.00 0.01
C -0.34704 -0.67435 -2.58259 0.01 0.00 0.00
C -4.85542 2.80687 -3.29029 -0.02 0.01 -0.02
H -7.04038 4.46543 -1.25785 0.00 0.00 0.00
H -5.28931 3.85811 0.41268 0.00 0.00 0.00
H -2.85476 1.47565 -4.00950 0.00 0.00 0.00
H -0.60315 1.92936 -4.75054 0.00 0.00 0.00
H 0.95157 0.48500 -6.03557 0.00 0.00 0.00
H 1.63635 -1.70759 -5.15469 0.00 0.00 0.00
H 1.51028 -3.42517 -3.27799 0.00 0.00 0.00
H 0.61997 -4.01214 -1.03039 0.00 0.00 -0.01
H -0.78145 -2.34679 0.18449 -0.01 0.00 0.00
H -4.76667 2.53372 -4.33426 0.01 0.00 0.00
O 0.53920 -0.25609 1.02387 0.03 0.04 0.03
As 2.19247 -0.28551 1.07445 0.06 -0.04 -0.01
C 2.93550 0.44060 2.68596 -0.03 -0.02 0.01
C 3.40713 -0.38838 3.69684 0.00 0.01 0.00
C 3.91624 0.17118 4.86074 0.00 0.01 0.00
C 3.95446 1.55046 5.00779 -0.01 -0.01 -0.01
C 3.48530 2.37669 3.99404 0.00 -0.02 0.00
C 2.97348 1.82444 2.83056 0.00 0.01 -0.02
C 2.71292 -2.13257 0.95901 -0.01 0.02 0.00
C 1.92425 -3.05271 1.64558 0.01 -0.01 0.00
C 2.20634 -4.40719 1.55229 0.01 0.01 0.00
C 3.26638 -4.84178 0.76515 -0.01 0.01 0.01
C 4.04509 -3.92406 0.07459 0.00 0.00 0.00
C 3.77116 -2.56559 0.17136 0.01 0.00 0.00
C 3.04651 0.67314 -0.34583 -0.03 -0.01 -0.01
C 2.27599 1.16072 -1.39189 0.01 0.01 0.01
C 2.88626 1.83999 -2.43642 0.01 0.00 0.00
C 4.26115 2.02866 -2.42947 0.00 -0.01 0.01
C 5.02988 1.55016 -1.37542 0.00 0.00 0.00
C 4.42372 0.87445 -0.32709 0.00 0.01 -0.01
H 3.38819 -1.46480 3.57812 0.00 -0.01 0.00
H 4.28798 -0.46996 5.64884 0.00 0.00 0.00
H 4.35649 1.98440 5.91387 0.00 0.00 0.00
H 3.52624 3.45220 4.10874 0.00 0.00 0.00
H 2.60687 2.46445 2.03466 0.00 -0.01 0.01
H 1.08231 -2.70757 2.23525 0.00 0.01 0.00
H 1.59900 -5.12390 2.08974 0.00 0.00 0.00
H 3.48495 -5.89901 0.69082 0.00 0.00 0.00
H 4.86749 -4.26426 -0.54093 0.00 0.00 0.00
H 4.37363 -1.85388 -0.37995 0.00 -0.01 0.00
H 1.20162 1.03287 -1.36602 0.02 0.00 0.00
H 2.28562 2.22764 -3.24917 0.00 0.00 0.00
H 4.73731 2.56115 -3.24238 0.00 0.00 0.00
H 6.09980 1.71029 -1.36651 0.00 0.00 0.00
H 5.02126 0.51861 0.50506 0.00 0.01 0.00
```
Forces are in eV/Å.

## Properties
2S+1: 6
total charge: +1
total energy: -144693.0548 eV
LUMO (spin up / spin down): -2.76 / -4.87 eV
highest occupied orbital energy (spin up / spin down): -8.70 / -10.03 eV
molar mass: 989.4 g mol⁻¹
energy above the lowest of the compared OMol25 structures with the same formula, charge and spin: 0.000 eV
Kohn-Sham gap (spin up / spin down): 5.94 / 5.16 eV

=====

DFT (the ωB97M-V functional and the def2-TZVPD basis) results for C42H32Co2NO7P as an isolated structure in a non-equilibrium geometry.

```
85
Properties=species:S:1:pos:R:3:forces:R:3
C 2.47856 5.82768 0.17865 -0.11 -0.34 -0.09
C 1.13689 5.63701 0.53678 0.09 0.12 -0.28
C 0.18401 5.34254 -0.44563 0.33 0.11 -0.20
C 0.58013 5.24422 -1.78712 0.00 0.01 -0.17
C -0.41776 5.22292 -2.92683 -0.05 -0.24 -0.21
C -0.60487 3.84364 -3.56871 -0.02 -0.78 0.46
C -1.85705 3.69663 -4.42887 -0.29 -0.21 -0.49
O -2.74351 2.80231 -3.73223 -0.16 0.51 -0.96
C -2.04587 2.20252 -2.71531 1.51 -0.29 1.53
O -2.51194 1.29845 -2.03617 0.16 1.21 -1.15
N -0.80950 2.79938 -2.60925 -3.35 2.64 -0.43
C 1.94657 5.20917 -2.10192 -0.11 0.27 0.45
C 2.89637 5.50422 -1.11911 -0.28 0.10 -0.04
H 3.19870 6.20956 0.90888 -0.21 -0.42 -0.16
H 0.83298 5.73436 1.58071 0.06 0.07 -0.30
H -0.87241 5.20936 -0.19283 0.39 0.11 -0.06
H -1.40836 5.58567 -2.61536 0.31 0.04 0.08
H -0.02708 5.85603 -3.73833 -0.24 0.26 0.28
H 0.29496 3.60855 -4.16049 -0.06 0.16 -0.01
H -2.38768 4.63750 -4.59352 0.00 0.03 0.01
H -1.58365 3.26748 -5.40563 -0.28 -0.01 0.22
H 2.24271 4.99976 -3.13560 -0.02 0.12 0.40
H 3.95697 5.49695 -1.37380 -0.26 0.11 0.08
O 4.03080 0.38474 -1.78751 -0.35 -0.51 0.31
C 3.23505 -0.20472 -1.18845 1.02 1.38 -0.58
Co 1.92226 -1.03020 -0.40020 2.05 -4.44 -0.87
C 1.57556 -2.29025 -1.61500 -0.06 -1.20 -0.18
O 1.43340 -3.16678 -2.36211 0.19 0.75 0.63
C 2.86451 -1.91340 0.84931 -0.69 -0.21 0.72
O 3.48035 -2.50292 1.62893 0.14 0.23 -0.37
C 0.76355 0.13268 0.40491 -0.75 3.03 0.54
C 0.73936 0.24840 -0.98404 -1.30 2.65 -0.78
C 0.48626 0.95600 -2.11545 2.08 -2.28 1.68
C 0.62143 0.35049 -3.43607 0.64 -0.23 0.56
C 1.39615 0.92923 -4.47055 -0.42 -0.28 0.15
C 1.56647 0.26525 -5.68575 -0.15 -0.21 0.17
C 1.02514 -1.01798 -5.87009 0.00 0.10 -0.06
C 0.25922 -1.60861 -4.85351 0.00 0.41 -0.27
C 0.03840 -0.90788 -3.67756 -0.63 0.05 -0.24
Co -0.80773 -0.87514 0.20448 0.24 -2.03 -0.27
C -1.43978 -2.14692 -0.80832 -1.58 -0.63 -0.86
O -1.88296 -3.00634 -1.45660 0.58 0.44 0.50
C -2.14134 0.14623 0.68544 -0.45 1.08 -0.63
O -3.08012 0.69056 1.10307 0.53 -0.48 0.04
P -0.72617 -2.01970 1.98659 0.34 0.60 -0.11
C -0.05079 -3.71351 2.11312 -0.02 -0.32 0.49
C -0.11739 -4.38142 3.34500 0.29 -0.59 -0.32
C 0.40387 -5.67110 3.46872 -0.04 0.19 -0.18
C 0.96915 -6.30365 2.35392 -0.09 0.17 0.00
C 0.99782 -5.65146 1.11932 -0.04 0.04 0.15
C 0.49572 -4.35304 0.99548 -0.07 -0.04 0.22
C 0.22755 -1.07030 3.23013 0.00 -0.31 0.30
C 1.36901 -1.58567 3.85027 -0.18 0.44 0.16
C 2.14593 -0.76392 4.66792 -0.14 0.23 -0.01
C 1.79158 0.57328 4.86500 0.10 -0.15 -0.04
C 0.65766 1.09563 4.23758 -0.32 -0.33 -0.09
C -0.13707 0.27294 3.43575 0.36 0.06 0.25
C -2.33144 -2.29042 2.84413 0.27 -0.21 0.19
C -2.62757 -1.71712 4.08612 -0.55 -0.24 -0.11
C -3.87273 -1.94784 4.67966 0.02 -0.17 -0.28
C -4.80849 -2.77406 4.04916 0.11 0.03 -0.02
C -4.50440 -3.36467 2.81476 0.31 0.16 0.07
C -3.26899 -3.12029 2.20766 -0.33 0.15 0.40
H 0.97799 0.88242 1.15315 0.19 0.16 -0.04
H 0.00659 2.28299 -2.06238 0.19 -1.41 -0.15
H 1.86628 1.88798 -4.25780 -0.01 -0.09 -0.21
H 2.12047 0.74644 -6.49649 -0.03 -0.19 0.23
H 1.17860 -1.54691 -6.81370 -0.02 0.16 0.21
H -0.18835 -2.59872 -4.99771 0.20 0.36 0.06
H -0.65354 -1.27777 -2.91610 0.45 0.01 -0.33
H -0.57745 -3.89023 4.20411 0.14 -0.11 -0.20
H 0.36509 -6.17475 4.43389 0.03 0.02 -0.19
H 1.38503 -7.30805 2.45171 -0.12 0.23 -0.03
H 1.41364 -6.14485 0.24013 -0.06 0.09 0.24
H 0.53149 -3.83258 0.03420 -0.04 -0.15 0.44
H 1.64395 -2.62768 3.70585 0.05 0.30 -0.03
H 3.03483 -1.17612 5.14144 -0.11 0.12 -0.05
H 2.40179 1.21352 5.50391 -0.09 -0.15 -0.18
H 0.37714 2.14386 4.35931 0.13 -0.28 0.05
H -1.03626 0.67721 2.95809 0.45 -0.16 0.08
H -1.89556 -1.09687 4.60028 -0.17 -0.15 -0.17
H -4.09818 -1.48136 5.63922 -0.02 -0.15 -0.19
H -5.77587 -2.96338 4.52078 0.26 0.07 -0.14
H -5.22604 -4.01762 2.32045 0.15 0.19 0.16
H -3.03008 -3.57958 1.24418 -0.05 0.20 0.27
```
Forces are in eV/Å.

## Properties
total charge: -2
total energy: -144434.5217 eV
LUMO: 4.42 eV
highest occupied orbital energy: 0.15 eV
molar mass: 811.6 g mol⁻¹
Kohn-Sham gap: 4.26 eV